Entry 1:
{
  "formula": "C11H17OP",
  "method": "the ωB97M-V functional and the def2-TZVPD basis",
  "elements": ["C", "C", "P", "C", "C", "C", "C", "C", "O", "C", "C", "C", "C", "H", "H", "H", "H", "H", "H", "H", "H", "H", "H", "H", "H", "H", "H", "H", "H", "H"],
  "positions_angstrom": [[-2.601481, 0.284694, -1.125263], [-1.356568, -0.614285, -1.065817], [-0.629754, -0.533818, 0.623375], [0.958878, -1.329884, 0.111277], [1.633842, -1.968026, 1.345625], [1.028711, -2.870837, 0.349370], [1.795027, -0.722838, -0.993355], [2.106278, 0.745927, -0.833409], [3.210633, 1.205936, -0.697348], [0.838061, 1.553825, -0.791482], [0.118872, 1.349939, 0.549276], [-0.544383, 2.433761, 1.320962], [0.748523, 1.795439, 1.764514], [-2.289204, 1.388902, -1.010752], [-3.030876, 0.195651, -2.153631], [-3.406347, 0.059124, -0.454756], [-0.699657, -0.308367, -1.839507], [-1.721712, -1.736186, -1.216532], [1.108129, -1.942781, 2.227432], [2.688096, -2.033388, 1.627068], [1.671341, -3.445933, -0.311522], [-0.022523, -3.246084, 0.380932], [1.271909, -0.848720, -1.919188], [2.760086, -1.369325, -1.252083], [0.910391, 2.561722, -0.933785], [0.203051, 1.246350, -1.596314], [-1.452586, 2.171746, 1.863813], [-0.444654, 3.448240, 1.158983], [1.669205, 2.354066, 1.500171], [0.637397, 1.045715, 2.461081]],
  "atomic_forces_ev_per_a": [[0.658, 1.620, -1.907], [-2.807, -1.899, 1.209], [1.336, 1.720, -1.037], [1.329, -0.835, 1.678], [0.816, -0.359, -0.849], [-1.571, 0.600, -1.640], [2.499, -1.844, -0.611], [-0.264, -0.092, 0.290], [0.142, 0.033, -0.075], [-0.899, -1.456, 1.029], [-1.444, -2.886, -2.736], [-0.377, -1.736, 1.125], [0.891, 1.337, -0.885], [-0.570, -1.604, 0.004], [0.179, 0.212, 0.690], [-0.149, -0.210, 0.677], [0.601, -0.198, -0.675], [1.013, 2.179, 0.129], [-1.430, 0.530, 1.960], [-0.033, 0.229, -1.008], [-0.058, 0.214, 0.009], [1.190, -0.222, 0.747], [-0.668, 0.172, -0.694], [-1.638, 1.446, 1.149], [1.095, 2.870, -0.308], [-0.423, -0.323, -0.500], [0.261, 0.009, -0.069], [0.029, 1.875, -1.117], [-0.463, -0.431, 1.172], [0.756, -0.950, 2.244]],
  "e_lumo_ev": 0.8,
  "e_above_lowest_ev": 2.028,
  "charge": 0,
  "homo_energy_ev": -9.2,
  "homo_lumo_gap_ev": 10.0
}



Entry 2:
{
  "formula": "C17H20FN3O3",
  "method": "the ωB97M-V functional and the def2-TZVPD basis",
  "elements": ["C", "C", "O", "C", "O", "N", "C", "C", "N", "C", "C", "O", "C", "C", "N", "C", "C", "C", "C", "F", "C", "C", "C", "C", "H", "H", "H", "H", "H", "H", "H", "H", "H", "H", "H", "H", "H", "H", "H", "H", "H", "H", "H", "H"],
  "positions_angstrom": [[2.464673, 3.285836, 0.758717], [2.183727, 1.983566, 0.022464], [0.797616, 1.857141, -0.284556], [0.027011, 1.260578, 0.654568], [0.460617, 0.726813, 1.652208], [-1.283687, 1.320329, 0.338305], [-1.804454, 1.950959, -0.857023], [-3.003904, 1.124392, -1.390095], [-2.989469, -0.243003, -0.924742], [-1.875846, -1.005480, -1.492575], [-1.642873, -2.298146, -0.716966], [-2.457714, -3.193134, -0.687142], [-0.400331, -2.334589, 0.059572], [-0.319613, -2.817146, 1.345677], [0.931436, -2.652166, 1.832898], [1.716343, -2.078581, 0.873131], [3.067632, -1.761501, 0.904646], [3.629289, -1.226833, -0.233835], [2.839491, -1.035644, -1.367467], [3.433801, -0.514066, -2.467632], [1.500043, -1.341567, -1.426662], [0.911863, -1.860075, -0.272888], [-3.146719, -0.268124, 0.516778], [-2.272853, 0.782907, 1.244530], [3.533234, 3.386495, 0.925393], [2.113927, 4.133042, 0.174180], [1.955592, 3.284394, 1.719665], [2.695723, 1.959240, -0.941847], [2.491814, 1.127892, 0.630892], [-2.125187, 2.975735, -0.629507], [-1.003940, 2.002002, -1.594334], [-3.002981, 1.129762, -2.481517], [-3.943285, 1.566758, -1.048692], [-2.166887, -1.261551, -2.518591], [-0.947904, -0.425598, -1.513511], [-1.106431, -3.239045, 1.941425], [1.221740, -2.844654, 2.777036], [3.659258, -1.929424, 1.791093], [4.672291, -0.956454, -0.272186], [0.953302, -1.191151, -2.343487], [-2.930868, -1.270148, 0.880969], [-4.202944, -0.063208, 0.722627], [-2.894723, 1.608717, 1.611256], [-1.737831, 0.344741, 2.087244]],
  "atomic_forces_ev_per_a": [[-0.264, -0.319, -0.204], [0.474, -0.009, 0.303], [-0.365, 0.049, -0.019], [0.145, 0.017, -0.062], [0.276, -0.003, 0.287], [-0.177, 0.014, -0.169], [0.052, 0.112, -0.226], [-0.013, 0.025, 0.017], [0.041, -0.202, -0.052], [-0.327, -0.021, -0.269], [0.127, 0.066, -0.142], [-0.091, 0.103, 0.006], [0.120, -0.337, 0.463], [-0.325, 0.078, -0.313], [-0.047, -0.171, 0.411], [0.201, 0.254, -0.664], [-0.076, -0.011, -0.026], [-0.017, -0.015, -0.108], [-0.178, -0.043, -0.013], [-0.001, -0.005, 0.032], [0.357, 0.122, -0.032], [0.274, -0.060, 0.437], [-0.100, 0.100, 0.158], [-0.001, -0.115, 0.189], [0.134, 0.045, 0.041], [0.012, 0.109, -0.032], [-0.005, 0.026, 0.102], [-0.051, -0.058, 0.095], [-0.014, 0.130, -0.206], [0.027, -0.016, -0.106], [-0.135, 0.036, 0.073], [-0.048, 0.087, 0.011], [-0.004, 0.042, -0.071], [0.162, -0.021, 0.018], [-0.005, -0.054, -0.041], [-0.117, -0.081, 0.105], [-0.076, 0.020, -0.109], [0.097, -0.008, 0.086], [0.109, 0.026, -0.014], [-0.031, 0.046, -0.111], [-0.101, 0.066, 0.066], [0.065, -0.067, 0.094], [0.024, -0.046, 0.044], [-0.131, 0.092, -0.050]],
  "e_lumo_ev": 0.7,
  "e_above_lowest_ev": 0.165,
  "charge": 0,
  "homo_energy_ev": -8.3,
  "homo_lumo_gap_ev": 9.0
}



Entry 3:
{
  "formula": "C12H23BN5O7S2",
  "method": "the ωB97M-V functional and the def2-TZVPD basis",
  "elements": ["C", "N", "C", "B", "O", "N", "C", "N", "C", "N", "S", "N", "S", "H", "H", "H", "H", "H", "H", "H", "H", "H", "H", "H", "C", "C", "C", "O", "C", "O", "O", "H", "H", "H", "H", "H", "H", "C", "C", "C", "O", "C", "O", "O", "H", "H", "H", "H", "H", "H"],
  "positions_angstrom": [[2.663371, -0.532601, -2.364711], [2.003742, 0.742443, -2.078936], [1.748639, 1.510110, -3.299961], [0.918340, 0.646311, -1.164062], [1.172927, 0.300877, 0.118052], [-0.525729, 0.969815, -1.511770], [-1.205127, 0.313825, -2.421607], [-0.722877, -0.752751, -3.082852], [-1.663095, -1.140438, -3.906950], [-2.752834, -0.368316, -3.804637], [-4.228089, -0.443217, -4.661619], [-2.478698, 0.579418, -2.845469], [-3.502249, 1.824643, -2.316389], [3.576314, -0.343828, -2.921189], [2.042341, -1.188567, -2.972781], [2.949397, -1.039670, -1.453673], [2.574599, 2.199824, -3.456367], [0.852418, 2.116776, -3.240486], [1.703429, 0.886460, -4.190963], [0.532797, -0.325464, 0.478645], [-0.972653, 1.745680, -1.031839], [-1.581771, -1.972387, -4.577030], [-3.931227, 0.445156, -5.630223], [-3.533424, 1.581625, -0.985820], [2.054730, 2.337306, 3.567122], [1.255929, 3.064775, 2.518141], [0.347339, 4.157996, 3.030222], [-0.693069, 4.169731, 2.029677], [-0.745918, 2.939620, 1.500333], [-1.618051, 2.552336, 0.772571], [0.290370, 2.190603, 1.889849], [2.797914, 3.000816, 4.007537], [1.405309, 1.959100, 4.357491], [2.564787, 1.480256, 3.128906], [1.917269, 3.440550, 1.732953], [0.828510, 5.129696, 3.092699], [-0.106646, 3.914804, 3.992295], [-0.783921, -5.356233, 2.198585], [-0.563586, -3.916626, 2.585789], [-1.178986, -2.899615, 1.653476], [-0.317783, -1.760563, 1.833949], [0.910608, -2.243220, 2.215508], [1.891203, -1.586993, 2.273297], [0.829239, -3.559144, 2.504062], [-1.835966, -5.622222, 2.296572], [-0.467548, -5.535027, 1.170057], [-0.196917, -6.015125, 2.836277], [-0.887412, -3.747177, 3.615976], [-2.203688, -2.646260, 1.914316], [-1.134259, -3.205109, 0.604978]],
  "atomic_forces_ev_per_a": [[0.824, 0.265, 0.074], [-1.858, -0.119, -0.764], [0.795, 0.162, -0.051], [0.737, -0.028, 0.430], [0.041, -0.767, -0.560], [-0.038, 0.343, -0.098], [-0.139, 0.356, -0.300], [0.410, -0.682, -0.231], [0.219, 0.661, 0.626], [-1.182, -0.568, -0.921], [0.090, -0.159, 0.172], [1.082, 0.457, 1.213], [-0.240, 0.580, -0.253], [0.203, 0.036, -0.067], [-0.207, -0.049, -0.054], [-0.070, -0.054, 0.280], [0.141, 0.129, -0.101], [-0.188, 0.026, 0.113], [-0.186, -0.235, -0.052], [-0.161, 0.383, 0.614], [-0.258, -0.145, 0.320], [-0.178, -0.130, -0.287], [0.150, -0.001, 0.078], [0.127, -0.485, -0.180], [-0.152, -0.338, -0.025], [0.307, -0.055, 0.393], [0.066, 0.170, -0.025], [-0.046, -0.025, 0.037], [0.208, 0.013, 0.344], [-0.213, -0.040, -0.446], [-0.170, 0.202, -0.031], [-0.005, 0.048, -0.029], [-0.029, 0.072, 0.018], [0.050, 0.050, -0.052], [-0.074, 0.007, -0.060], [-0.130, 0.067, -0.162], [0.035, -0.076, 0.003], [0.298, -0.073, -0.101], [-0.132, -0.371, -0.107], [-0.188, 0.209, 0.041], [0.116, -0.196, -0.133], [-0.092, -0.302, 0.161], [0.162, 0.208, 0.006], [-0.109, 0.228, 0.008], [-0.015, 0.034, 0.031], [-0.039, 0.054, -0.021], [-0.070, 0.011, 0.078], [0.003, 0.080, -0.008], [0.060, 0.171, 0.041], [0.041, -0.123, 0.037]],
  "e_lumo_ev": -3.0,
  "charge": 1,
  "homo_energy_ev": -11.7,
  "homo_lumo_gap_ev": 8.6
}



Total energy (a.u.)
-845.81166 -1149.67642 -2092.61987